Record 1
{
  "formula": "C4H6N2O",
  "method": "ωB97M-V with the def2-TZVPD basis set",
  "species": ["N", "C", "O", "C", "C", "C", "N", "H", "H", "H", "H", "H", "H"],
  "xyz": [[1.685, -1.158, -1.212], [1.139, -0.209, -0.604], [1.638, 0.645, 0.350], [0.339, 1.268, 0.550], [-0.276, 0.200, -0.311], [-1.697, -0.168, -0.444], [-0.845, -1.019, 0.354], [2.666, -1.222, -0.942], [-0.036, 1.277, 1.571], [0.381, 2.278, 0.132], [-2.177, -0.540, -1.340], [-2.321, 0.422, 0.227], [-0.501, -1.759, -0.271]],
  "forces_ev_per_angstrom": [[0.0, 0.4, 0.0], [0.2, -0.2, -0.5], [0.2, 0.1, -0.1], [-0.3, 0.1, 0.3], [0.1, -0.3, 0.5], [-0.3, 0.1, -0.3], [-0.1, -0.2, 0.3], [0.0, -0.1, -0.1], [0.4, -0.1, 0.2], [-0.3, -0.2, 0.0], [0.2, 0.1, -0.1], [-0.1, 0.1, -0.5], [-0.1, 0.0, 0.5]],
  "mol_weight_g_mol": 98.10,
  "relative_energy_kcal_mol": 78.5,
  "homo_lumo_gap_ev": 10.71,
  "e_lumo_ev": 0.97,
  "largest_force_ev_per_a": 0.6,
  "energy_ha": -340.6698,
  "charge": 0
}



Record 2
{
  "formula": "C5H8O2",
  "method": "ωB97M-V with the def2-TZVPD basis set",
  "species": ["O", "C", "C", "C", "O", "C", "C", "H", "H", "H", "H", "H", "H", "H", "H"],
  "xyz": [[1.684, -1.014, -0.013], [0.330, -1.426, 0.101], [-0.584, -0.391, 0.772], [-0.660, 0.899, -0.041], [-1.489, 1.817, 0.639], [0.675, 1.443, -0.395], [1.746, 0.678, -0.501], [1.852, 0.196, 0.592], [0.326, -2.360, 0.677], [-0.036, -1.643, -0.913], [-0.215, -0.150, 1.777], [-1.588, -0.809, 0.893], [-1.095, 0.654, -1.031], [-1.197, 2.701, 0.381], [2.689, 0.763, -1.027]],
  "forces_ev_per_angstrom": [[0.1, 0.1, 0.0], [-0.2, -0.1, 0.0], [0.0, 0.0, 0.0], [0.2, -0.3, -0.1], [0.0, 0.3, 0.0], [0.2, -0.4, 0.1], [-0.2, 0.5, -0.3], [0.0, 0.0, 0.1], [0.0, 0.2, -0.1], [0.0, 0.0, 0.1], [0.0, 0.0, -0.1], [0.2, 0.0, 0.0], [0.0, 0.0, 0.1], [-0.1, -0.1, 0.0], [-0.2, -0.2, 0.2]],
  "mol_weight_g_mol": 100.12,
  "relative_energy_kcal_mol": 133.3,
  "homo_lumo_gap_ev": 8.96,
  "e_lumo_ev": 0.30,
  "largest_force_ev_per_a": 0.6,
  "energy_ha": -345.5926,
  "charge": 0
}



Record 3
{
  "formula": "C25H27N2",
  "method": "ωB97M-V with the def2-TZVPD basis set",
  "species": ["C", "C", "C", "C", "C", "N", "C", "C", "H", "H", "H", "H", "H", "H", "H", "H", "H", "C", "C", "N", "C", "C", "C", "C", "C", "C", "C", "C", "C", "C", "C", "C", "C", "C", "C", "C", "H", "H", "H", "H", "H", "H", "H", "H", "H", "H", "H", "H", "H", "H", "H", "H", "H", "H"],
  "xyz": [[-6.179, -0.578, 3.189], [-4.730, -0.534, 2.803], [-4.075, 0.691, 2.670], [-2.721, 0.746, 2.324], [-2.001, -0.454, 2.171], [-0.592, -0.438, 2.075], [-2.692, -1.673, 2.133], [-4.034, -1.708, 2.494], [-6.516, -1.609, 3.321], [-6.315, -0.062, 4.145], [-6.877, -0.111, 2.476], [-4.630, 1.610, 2.852], [-2.225, 1.701, 2.154], [-0.158, -1.316, 1.815], [-0.134, -0.059, 2.926], [-2.176, -2.589, 1.823], [-4.572, -2.655, 2.539], [2.269, 1.674, 2.399], [2.684, 1.119, 1.107], [3.924, 1.344, 0.614], [4.981, 2.027, 1.349], [4.066, 0.759, -0.649], [2.849, 0.087, -0.954], [2.768, -0.547, -2.198], [3.830, -0.432, -3.112], [5.009, 0.248, -2.774], [5.156, 0.857, -1.517], [1.909, 0.407, 0.149], [0.498, 0.281, 0.215], [-0.247, -0.244, -0.942], [-0.125, 0.534, -2.121], [-0.775, 0.175, -3.292], [-1.587, -0.966, -3.332], [-2.219, -1.340, -4.639], [-1.807, -1.692, -2.152], [-1.143, -1.348, -0.967], [1.188, 1.818, 2.416], [2.526, 0.967, 3.199], [2.737, 2.641, 2.619], [5.864, 2.111, 0.710], [4.648, 3.031, 1.649], [5.243, 1.460, 2.254], [1.877, -1.118, -2.454], [3.741, -0.897, -4.096], [5.825, 0.290, -3.494], [6.075, 1.366, -1.221], [-0.068, 1.004, 0.833], [0.509, 1.433, -2.109], [-0.641, 0.774, -4.196], [-2.883, -2.195, -4.542], [-2.792, -0.515, -5.067], [-1.449, -1.583, -5.374], [-2.506, -2.541, -2.161], [-1.304, -1.950, -0.063]],
  "forces_ev_per_angstrom": [[-0.5, -0.1, 0.4], [0.0, 0.1, -0.5], [0.4, -0.1, -0.1], [0.1, -0.6, 0.2], [-1.0, -0.1, 0.0], [0.8, -0.5, 1.0], [0.0, 0.1, 0.3], [-0.1, 0.2, -0.2], [0.1, 0.1, 0.0], [-0.1, -0.1, -0.1], [0.5, -0.1, 0.1], [0.1, -0.1, -0.1], [0.0, -0.1, 0.3], [-0.3, -0.2, 0.5], [-0.4, -0.4, -0.9], [-0.1, 0.3, 0.5], [0.2, 0.2, -0.1], [-0.3, 0.1, 0.6], [0.9, 0.9, -1.3], [-0.9, -0.3, 1.0], [0.1, 0.1, 0.2], [-0.4, -0.3, -0.5], [0.7, 0.3, -0.1], [0.0, -0.1, -0.3], [-0.2, -0.1, 0.6], [-0.1, 0.1, 0.4], [-0.4, -0.5, -0.2], [-0.7, -0.8, 0.2], [1.0, 2.5, -0.6], [-1.2, -0.6, -0.9], [0.2, 0.1, 0.3], [0.1, -0.3, 0.4], [-0.1, 0.3, 0.3], [-0.1, -0.1, -0.2], [0.3, 0.1, 0.0], [0.7, 0.6, 0.1], [0.1, 0.0, 0.0], [0.0, 0.2, 0.0], [0.0, -0.3, -0.1], [-0.3, 0.0, 0.2], [0.2, -0.3, -0.2], [0.0, 0.2, -0.3], [0.3, 0.2, -0.1], [0.0, 0.1, 0.4], [-0.2, 0.0, 0.2], [-0.3, -0.2, -0.3], [1.0, -0.4, -1.0], [-0.3, -0.5, 0.0], [0.0, -0.2, 0.3], [0.0, -0.1, 0.0], [0.0, 0.0, 0.1], [0.0, -0.1, 0.0], [0.4, 0.4, 0.0], [0.1, 0.3, -0.6]],
  "mol_weight_g_mol": 355.50,
  "relative_energy_kcal_mol": 10.8,
  "homo_lumo_gap_ev": 6.70,
  "e_lumo_ev": -4.04,
  "largest_force_ev_per_a": 2.7,
  "energy_ha": -1078.1009,
  "charge": 1
}